No. 1
Entry from the Open Molecules 2025 dataset: C26H33MoN6O2SSi2 as an isolated structure (the ωB97M-V functional and the def2-TZVPD basis).

Gap between HOMO and LUMO (eV): 7.02
Net charge: +3
DFT total energy (a.u.): -2534.089570
2S+1: 1

XYZ file:
```
71
Properties=species:S:1:pos:R:3:forces:R:3
Mo -0.46659 0.49114 0.05361 -0.13 -0.27 0.25
S 5.77596 4.71507 -0.29383 0.06 -0.16 -0.23
N 5.49316 3.34312 0.49538 -0.05 0.16 0.20
C 4.20694 3.07322 0.33992 -0.04 -0.13 -0.02
C 3.50357 1.94978 0.93102 0.04 0.11 0.09
C 4.07352 1.03610 1.82303 -0.02 -0.04 0.01
C 3.28057 0.04325 2.36772 0.02 0.03 -0.02
C 1.95007 -0.05031 1.99144 0.03 0.07 0.02
N 1.38654 0.80735 1.12434 -0.04 -0.16 -0.01
C 2.15420 1.81226 0.62601 -0.22 0.29 -0.25
C 1.46770 2.76538 -0.23568 -0.08 -0.28 0.16
N 0.15701 2.49938 -0.49074 0.23 -0.09 -0.08
C -0.53374 3.37428 -1.22754 -0.01 0.13 -0.11
C 0.03068 4.54313 -1.72771 -0.02 -0.08 0.04
C 1.37047 4.79317 -1.51194 0.00 -0.06 0.02
C 2.11548 3.87832 -0.75849 0.13 0.16 -0.02
C 3.53089 4.01570 -0.46816 -0.09 -0.07 -0.08
N 4.31727 4.98365 -0.91136 -0.04 0.14 0.21
H 5.12080 1.13045 2.08244 0.00 -0.01 0.01
H 3.68318 -0.67309 3.06930 0.00 0.00 0.01
H 1.31758 -0.82879 2.39330 0.01 0.00 -0.01
H -1.57074 3.13728 -1.42986 0.00 0.00 0.00
H -0.58479 5.22684 -2.29505 0.00 0.00 0.00
H 1.85523 5.67497 -1.91171 0.00 0.01 0.00
C -4.37098 1.74494 2.13578 -0.06 0.00 -0.04
Si -3.33090 0.22278 2.23818 0.03 0.03 -0.03
C -2.01071 0.32607 3.54749 -0.05 -0.04 -0.05
C -4.27855 -1.36155 2.16947 -0.02 -0.03 -0.06
C -2.27460 0.31036 0.53951 0.61 0.44 -0.04
Si -2.63955 -0.37105 -1.27870 -0.12 -0.17 0.15
C -0.89572 -0.07830 -2.14412 -0.06 0.48 -0.28
C -3.00700 -2.16931 -1.31962 -0.12 0.03 -0.01
C -3.88434 0.76927 -2.00787 -0.10 0.01 -0.02
H -5.03376 1.78006 3.00489 0.01 0.01 0.01
H -5.00897 1.74395 1.24974 -0.01 0.02 0.01
H -3.77664 2.66021 2.14511 0.00 0.01 0.00
H -2.47661 0.47678 4.52463 -0.02 0.00 0.00
H -1.35264 1.18257 3.37673 0.02 -0.01 0.02
H -1.41101 -0.58276 3.62280 0.04 0.03 0.03
H -4.74323 -1.55013 3.14051 0.00 0.01 0.01
H -3.66914 -2.23316 1.92598 0.00 -0.02 0.02
H -5.08736 -1.29219 1.43838 0.00 -0.03 0.00
H -2.17219 1.42988 0.24762 -0.11 0.05 0.20
H -0.54178 -1.04330 -2.49628 0.05 -0.10 0.00
H -0.01136 0.59393 -1.98992 0.01 -0.23 0.12
H -1.28668 0.50368 -2.99249 0.03 -0.14 -0.07
H -2.23278 -2.77969 -0.86095 0.05 -0.05 0.01
H -3.13166 -2.49146 -2.35684 0.02 0.00 0.00
H -3.95491 -2.35907 -0.80988 0.02 -0.02 -0.01
H -3.57361 1.81494 -1.99037 -0.01 0.01 -0.01
H -4.81872 0.68296 -1.44817 -0.02 0.03 -0.02
H -4.10325 0.49284 -3.04212 0.03 0.00 0.00
O 4.59867 -3.10208 0.82901 -0.03 0.00 0.02
C 4.17669 -4.41980 0.54081 -0.02 0.00 -0.02
N 3.61666 -4.54488 -0.79230 0.04 0.06 -0.02
C 2.56150 -3.81503 -1.22635 -0.06 -0.17 -0.02
O 2.35061 -3.51161 -2.38070 0.03 0.07 0.02
C 1.52232 -3.38881 -0.21154 0.03 0.04 0.01
C 0.92904 -4.20402 0.73938 -0.02 0.04 0.00
C -0.11442 -3.68712 1.50323 0.00 0.01 -0.01
C -0.52336 -2.38776 1.30001 0.01 -0.10 0.02
N 0.03230 -1.59952 0.35374 -0.02 -0.03 -0.03
C 1.02595 -2.10900 -0.38322 0.04 0.05 -0.13
H 5.51424 -2.98865 0.55126 0.02 0.00 -0.02
H 3.42882 -4.66750 1.28905 0.00 -0.01 0.00
H 4.98687 -5.14174 0.62084 0.01 0.01 0.02
H 4.25170 -4.80082 -1.53864 -0.01 -0.02 0.00
H 1.24895 -5.23008 0.86944 0.01 0.00 0.01
H -0.61191 -4.28914 2.25125 0.01 -0.01 0.00
H -1.32126 -1.95875 1.88729 -0.01 0.02 0.00
H 1.45665 -1.49022 -1.16491 -0.02 -0.02 0.01
```
Forces are in eV/Å.

---

No. 2
Entry from the Open Molecules 2025 dataset: one molecule with the formula C6H6N2S at a distorted geometry (the ωB97M-V functional and the def2-TZVPD basis).

Gap between HOMO and LUMO (eV): 9.84
Net charge: 0
DFT total energy (a.u.): -739.864043
SMILES: Cc1ncsc1CC#N
2S+1: 1

XYZ file:
```
15
Properties=species:S:1:pos:R:3:forces:R:3
C -0.37874 -1.80598 -0.40329 1.38 0.66 -1.04
C 0.65239 -0.69169 -0.09884 -1.19 2.27 -1.45
N 1.88393 -0.92441 0.41965 0.08 -1.03 0.92
C 2.46186 0.15380 0.83339 2.10 -0.03 1.01
S 1.65363 1.62486 0.49788 -0.24 -0.30 -0.32
C 0.44849 0.68171 -0.25030 -4.42 -0.23 -1.10
C -1.17533 1.32833 -0.72015 3.27 -2.00 2.53
C -1.92604 1.16665 0.53543 -0.70 0.56 1.07
N -2.44591 1.26811 1.56953 0.60 -0.49 -1.42
H -0.09936 -2.49117 0.40372 -0.50 -0.83 -0.87
H -1.41512 -1.52588 -0.32695 -0.29 0.67 0.84
H -0.41594 -2.13555 -1.50526 1.02 -0.19 1.76
H 3.44889 0.15178 1.41455 -1.57 0.01 -1.16
H -1.62998 0.81947 -1.56369 0.33 0.04 -0.04
H -1.06278 2.37998 -0.80566 0.13 0.87 -0.73
```
Forces are in eV/Å.